ORCA calculation (ωB97M-V/def2-TZVPD) on the molecule C6H10N2.

Last column: natural (NBO) charge in e.
Element x y z (Å)
C1 1.41 -0.30 1.28  -0.607
C2 -1.64 -1.36 -0.18  0.445
C3 0.50 -0.12 0.05  0.057
N1 1.26 0.07 -1.18  -0.830
C4 -0.34 -1.37 -0.12  -0.434
C5 -0.42 1.06 0.28  -0.184
C6 -0.71 1.98 -0.61  -0.389
N2 -2.84 -1.36 -0.02  -0.635
H1 1.83 0.90 -1.11  0.358
H2 1.87 -0.72 -1.35  0.358
H3 -3.48 -1.25 -0.80  0.381
H4 0.19 -2.30 -0.24  0.239
H5 -0.86 1.08 1.27  0.205
H6 0.82 -0.50 2.17  0.214
H7 2.00 0.60 1.44  0.209
H8 2.09 -1.14 1.12  0.205
H9 -1.38 2.79 -0.39  0.199
H10 -0.29 1.95 -1.60  0.208

## Properties
Energy above the lowest of the compared OMol25 structures with the same formula, charge and spin   45.8 kcal/mol
Largest force on an atom   0.8 eV Å⁻¹
LUMO level   1.010 eV
SMILES   C=C[C@](C)(N)C=C=N

=====

ORCA calculation (ωB97M-V/def2-TZVPD) on the molecule C6H10N2 in a non-equilibrium geometry.

Last column: natural (NBO) charge in e.
Element x y z (Å)
C1 0.93 -0.01 -0.05  0.105
C2 0.10 1.38 -0.16  -0.421
C3 -1.30 0.63 -0.24  -0.083
C4 -1.31 -0.16 1.03  -0.403
C5 -0.01 -0.91 0.73  -0.259
C6 0.05 -1.10 -0.72  -0.112
H1 2.78 -0.13 -0.89  0.362
H2 2.73 -0.51 0.70  0.361
H3 0.25 2.01 -0.98  0.201
H4 0.35 2.03 0.68  0.217
H5 -2.11 1.30 -0.39  0.211
H6 -1.16 0.49 1.95  0.206
H7 -2.16 -0.83 1.38  0.225
H8 0.22 -1.76 1.34  0.226
H9 0.38 -2.03 -1.11  0.218
H10 -0.87 -0.05 -2.06  0.344
N1 2.33 0.14 0.01  -0.819
N2 -1.18 -0.48 -1.23  -0.578

## Properties
Energy above the lowest of the compared OMol25 structures with the same formula, charge and spin   45.0 kcal/mol
Largest force on an atom   3.5 eV Å⁻¹
LUMO level   1.039 eV
SMILES   N[C@]12C[C@@H]3C[C@H]1[C@H]2N3

=====

ORCA calculation (ωB97M-V/def2-TZVPD) on the molecule C6H10N2 in a non-equilibrium geometry.

Last column: natural (NBO) charge in e.
Element x y z (Å)
C1 -2.99 -0.07 -0.33  -0.428
C2 -1.92 -0.22 0.45  -0.167
C3 -0.58 -0.02 -0.20  -0.155
C4 1.67 1.18 0.27  -0.272
C5 1.69 -0.09 -0.47  -0.118
C6 0.43 -0.83 0.38  -0.046
H1 -3.31 0.52 -1.30  0.235
H2 -3.92 -0.30 0.31  0.194
H3 -1.84 -0.68 1.56  0.224
H4 -0.73 0.01 -1.31  0.212
H5 -0.32 2.28 -0.22  0.365
H6 2.32 1.61 1.15  0.234
H7 2.17 1.78 -0.65  0.195
H8 1.58 0.01 -1.54  0.195
H9 2.12 -2.10 0.47  0.371
H10 0.63 -0.74 1.52  0.194
N1 0.14 1.26 0.15  -0.670
N2 1.49 -1.56 -0.24  -0.563

## Properties
Energy above the lowest of the compared OMol25 structures with the same formula, charge and spin   186.9 kcal/mol
Largest force on an atom   6.6 eV Å⁻¹
LUMO level   1.074 eV
SMILES   C=C[C@H]1NC[C@H]2N[C@H]12

=====

ORCA calculation (ωB97M-V/def2-TZVPD) on the molecule C6H10N2 in a non-equilibrium geometry.

Last column: natural (NBO) charge in e.
Element x y z (Å)
C1 -3.16 0.22 -0.27  -0.152
C2 0.04 -0.92 0.57  -0.071
C3 1.46 -1.23 -0.02  -0.423
C4 2.02 0.10 -0.50  -0.406
C5 1.05 1.23 0.03  -0.380
C6 -0.26 0.53 0.58  -0.097
H1 -3.13 1.27 -0.27  0.158
H2 -4.24 -0.18 -0.07  0.186
H3 -0.56 -1.69 1.17  0.224
H4 1.33 -1.71 -1.04  0.222
H5 2.04 -1.80 0.67  0.217
H6 1.92 0.03 -1.65  0.205
H7 3.03 0.34 -0.23  0.220
H8 0.74 1.93 -0.60  0.201
H9 1.58 1.87 0.87  0.194
H10 -0.85 0.99 1.33  0.213
N1 -2.17 -0.64 -0.24  -0.234
N2 -0.85 -0.34 -0.33  -0.278

## Properties
Energy above the lowest of the compared OMol25 structures with the same formula, charge and spin   93.7 kcal/mol
Largest force on an atom   5.5 eV Å⁻¹
LUMO level   1.119 eV
SMILES   C=NN1[C@@H]2CCC[C@@H]21

=====

Question: Which value of LUMO level does entry 2 give?
Answer: 1.039 eV